1.
DFT (ωB97M-V/def2-TZVPD) results for a 8-piece molecular cluster, C45H91ClF10N8O11PS2 overall in a non-equilibrium geometry.

Positions of all 169 atoms, in Å:
C: -0.533 0.214 2.552
C: -1.389 -0.375 1.340
C: -1.721 0.400 0.005
C: -0.818 1.583 -0.635
C: -0.451 2.852 0.309
C: -1.428 3.244 1.542
O: -2.703 2.908 1.739
F: -0.842 4.162 2.591
C: 0.628 1.023 -1.264
C: 1.608 0.239 -0.237
C: 1.424 -1.417 -0.407
C: 2.585 -2.052 -1.404
F: 2.838 -1.195 -2.623
F: 3.866 -1.910 -0.609
C: 2.444 -3.641 -1.714
F: 2.738 -4.412 -0.452
F: 3.582 -3.999 -2.642
S: 0.873 -4.238 -2.493
F: 0.391 -2.715 -3.091
F: -0.060 -4.129 -1.062
F: 1.375 -5.866 -2.095
F: 1.768 -4.452 -3.981
F: -0.498 -4.915 -3.270
C: 1.489 2.132 -2.080
C: 2.522 3.069 -1.239
C: 3.597 3.887 -2.225
C: 4.050 5.220 -1.325
Cl: 3.143 6.749 -1.854
C: 0.498 3.193 -2.910
C: -0.906 2.396 -3.091
C: -1.796 3.273 -4.202
C: -1.037 3.055 -5.677
C: -0.215 4.378 -6.190
P: 1.269 3.675 -7.240
O: 0.794 2.364 -8.050
O: 1.855 4.791 -8.439
C: 1.789 6.190 -7.989
C: 2.884 6.353 -6.770
O: 2.471 3.112 -6.105
C: 3.544 2.352 -6.768
C: 4.912 2.290 -5.826
N: -1.660 2.017 -1.859
S: -2.803 3.300 -1.546
H: 0.156 -0.657 2.992
H: -1.260 0.495 3.457
H: 0.164 1.125 2.382
H: -2.444 -0.690 1.819
H: -0.920 -1.440 1.060
H: -2.832 0.838 0.085
H: -1.818 -0.439 -0.845
H: 0.617 2.620 0.795
H: -0.262 3.855 -0.312
H: 0.291 0.173 -2.036
H: 1.624 0.596 0.869
H: 2.729 0.394 -0.625
H: 1.553 -1.957 0.636
H: 0.332 -1.614 -0.781
H: 2.104 1.566 -2.919
H: 3.188 2.522 -0.449
H: 1.928 3.930 -0.670
H: 4.587 3.246 -2.407
H: 3.080 4.197 -3.232
H: 3.763 5.004 -0.190
H: 5.215 5.401 -1.360
H: 0.407 4.241 -2.349
H: 1.081 3.426 -3.906
H: -0.676 1.380 -3.679
H: -1.782 4.423 -4.000
H: -2.876 2.820 -4.374
H: -1.870 2.804 -6.491
H: -0.275 2.162 -5.670
H: 0.225 4.970 -5.267
H: -0.858 5.119 -6.857
H: 2.185 6.849 -8.902
H: 0.701 6.524 -7.719
H: 3.593 5.404 -6.655
H: 2.269 6.585 -5.793
H: 3.614 7.246 -7.072
H: 3.865 2.894 -7.767
H: 3.281 1.241 -7.024
H: 5.899 2.389 -6.469
H: 4.896 3.231 -5.098
H: 5.002 1.306 -5.197
H: -2.279 1.202 -2.160
H: -4.121 2.933 -1.865
C: 4.210 4.341 4.190
C: 2.985 4.726 3.409
O: 2.958 4.698 2.181
N: 1.878 5.118 4.102
C: 1.705 5.220 5.531
H: 5.008 4.053 3.498
H: 4.559 5.190 4.784
H: 3.990 3.488 4.837
H: 1.096 5.361 3.505
H: 0.879 4.566 5.820
H: 1.443 6.254 5.768
H: 2.604 4.937 6.081
C: -1.576 -4.744 4.234
C: -0.716 -4.139 3.160
O: -0.091 -3.095 3.334
N: -0.640 -4.781 1.960
C: -1.290 -6.005 1.556
H: -1.534 -4.117 5.130
H: -2.615 -4.797 3.899
H: -1.207 -5.740 4.493
H: -0.042 -4.311 1.290
H: -0.515 -6.723 1.273
H: -1.911 -5.787 0.684
H: -1.908 -6.430 2.347
C: -1.163 -8.313 5.718
C: -2.497 -7.766 6.144
O: -3.068 -6.876 5.518
N: -3.077 -8.286 7.263
C: -2.577 -9.325 8.131
H: -0.831 -7.799 4.810
H: -0.420 -8.144 6.501
H: -1.248 -9.381 5.497
H: -3.972 -7.865 7.483
H: -3.308 -10.137 8.143
H: -2.487 -8.911 9.138
H: -1.609 -9.710 7.807
C: 4.824 10.247 -1.649
C: 5.965 10.137 -2.622
O: 5.804 9.743 -3.774
N: 7.211 10.489 -2.195
C: 7.608 10.972 -0.894
H: 3.897 9.931 -2.137
H: 5.000 9.596 -0.789
H: 4.706 11.285 -1.325
H: 7.923 10.387 -2.908
H: 8.064 11.957 -1.022
H: 8.355 10.283 -0.490
H: 6.769 11.046 -0.201
C: -3.614 -5.430 -3.184
C: -4.947 -4.883 -2.757
O: -5.518 -3.993 -3.383
N: -5.527 -5.402 -1.638
C: -5.028 -6.441 -0.770
H: -3.282 -4.916 -4.091
H: -2.871 -5.260 -2.400
H: -3.699 -6.497 -3.404
H: -6.423 -4.981 -1.418
H: -5.759 -7.254 -0.758
H: -4.937 -6.027 0.237
H: -4.060 -6.826 -1.094
C: 0.483 -0.337 8.452
C: 1.342 0.268 7.378
O: 1.967 1.311 7.552
N: 1.418 -0.374 6.178
C: 0.769 -1.599 5.774
H: 0.524 0.290 9.349
H: -0.556 -0.390 8.117
H: 0.851 -1.333 8.711
H: 2.016 0.096 5.508
H: 1.543 -2.316 5.491
H: 0.148 -1.381 4.902
H: 0.150 -2.023 6.566
C: -8.587 -9.030 2.560
C: -8.105 -8.120 1.466
O: -6.916 -7.848 1.319
N: -9.031 -7.588 0.618
C: -10.461 -7.779 0.619
H: -7.732 -9.373 3.152
H: -9.270 -8.491 3.222
H: -9.082 -9.904 2.131
H: -8.627 -6.986 -0.091
H: -10.747 -8.202 -0.348
H: -10.934 -6.800 0.735
H: -10.793 -8.442 1.419

- HOMO energy: -0.389 Eh
- Total charge: +1

Atomic partial charges in e from the Löwdin method, atoms 1 to 4: C -0.123; C -0.225; C -0.142; C -0.306

***

2.
DFT (ωB97M-V/def2-TZVPD) results for C18H22N4O2S5SbSiSn as an isolated structure.

Positions of all 54 atoms, in Å:
Sn: 1.647 0.332 1.063
S: 2.340 1.450 3.111
Sb: 4.156 2.331 1.733
S: 3.836 0.650 0.004
S: 0.708 2.131 -0.325
N: -2.705 4.353 -5.297
C: -2.417 4.229 -3.961
C: -3.184 3.382 -3.146
C: -2.919 3.284 -1.799
C: -1.885 4.030 -1.242
C: -1.114 4.869 -2.035
C: -1.381 4.973 -3.384
S: -1.512 3.859 0.452
O: -0.508 4.810 0.794
O: -2.722 3.726 1.208
N: -0.809 2.335 0.526
C: -1.401 1.226 1.092
S: -3.005 1.089 1.709
C: -2.702 -0.580 2.055
C: -1.446 -0.918 1.720
N: -0.708 0.111 1.168
H: -3.294 3.665 -5.730
H: -2.029 4.789 -5.897
H: -3.992 2.808 -3.583
H: -3.523 2.638 -1.174
H: -0.308 5.434 -1.586
H: -0.787 5.633 -4.004
H: -3.459 -1.200 2.507
H: -0.985 -1.886 1.842
C: 0.042 -3.567 -0.863
Si: 1.513 -2.423 -0.655
C: 3.109 -3.312 -1.059
C: 1.261 -1.062 -1.911
N: 1.554 -1.699 0.952
C: 1.496 -2.468 2.129
C: 1.231 -1.898 3.379
C: 1.170 -2.664 4.533
C: 1.358 -4.036 4.489
C: 1.604 -4.623 3.256
C: 1.670 -3.861 2.101
H: 0.075 -3.979 -1.876
H: -0.897 -3.015 -0.764
H: 0.013 -4.405 -0.167
H: 3.102 -3.632 -2.104
H: 3.285 -4.194 -0.443
H: 3.956 -2.636 -0.918
H: 1.203 -1.540 -2.893
H: 2.069 -0.329 -1.954
H: 0.326 -0.519 -1.750
H: 1.050 -0.834 3.477
H: 0.967 -2.170 5.475
H: 1.313 -4.632 5.389
H: 1.756 -5.693 3.185
H: 1.881 -4.364 1.170

- <S²>: 0.7543
- HOMO energy (spin up / spin down): -0.257 / -0.290 Eh
- Multiplicity: 2

Atomic partial charges in e from the natural (NBO) method, atoms 1 to 4: Sn 1.606; S -0.688; Sb 0.699; S -0.740

***

3.
DFT (ωB97M-V/def2-TZVPD) results for CH2ClFO2 as an isolated structure in a non-equilibrium geometry.

Positions of all 7 atoms, in Å:
C: 0.429 -1.315 0.972
O: -1.087 -0.300 -0.988
O: -0.940 -0.212 0.416
F: 0.875 -1.722 -0.277
Cl: -0.364 -2.604 1.751
H: 1.143 -0.716 1.498
H: -1.232 -1.250 -1.172

- Energy above the lowest of the compared OMol25 structures with the same formula, charge and spin: 486.6 kJ/mol
- HOMO energy: -0.369 Eh

Atomic partial charges in e from the natural (NBO) method, atoms 1 to 4: C 0.357; O -0.421; O -0.315; F -0.327

***

4.
DFT (ωB97M-V/def2-TZVPD) results for C35H56N4Si4TaTe as an isolated structure in a non-equilibrium geometry.

Positions of all 101 atoms, in Å:
Ta: -0.366 -0.044 0.098
C: 0.253 -3.229 -3.390
Si: 1.171 -1.659 -2.840
C: 0.683 -0.449 -4.211
C: 3.061 -1.673 -2.991
N: 0.797 -1.365 -1.108
C: 1.412 -2.336 -0.278
C: 2.021 -3.508 -0.740
C: 2.663 -4.391 0.110
C: 2.722 -4.112 1.462
C: 2.102 -2.973 1.943
C: 1.418 -2.092 1.107
N: 0.750 -0.941 1.580
Si: 0.765 -0.620 3.337
C: 1.515 -1.613 4.778
C: -1.055 -0.950 3.814
C: 1.897 0.916 3.427
H: -0.585 -2.978 -4.041
H: -0.133 -3.832 -2.567
H: 0.925 -3.866 -3.973
H: 1.123 -0.888 -5.111
H: 1.103 0.552 -4.106
H: -0.390 -0.374 -4.386
H: 3.407 -0.784 -3.520
H: 3.397 -2.536 -3.573
H: 3.568 -1.713 -2.027
H: 2.015 -3.759 -1.790
H: 3.121 -5.284 -0.292
H: 3.240 -4.768 2.148
H: 2.155 -2.767 2.997
H: 1.139 -2.636 4.839
H: 1.213 -1.105 5.698
H: 2.606 -1.648 4.771
H: -1.193 -2.034 3.774
H: -1.806 -0.514 3.158
H: -1.260 -0.646 4.843
H: 2.852 0.623 2.984
H: 2.098 1.197 4.462
H: 1.562 1.805 2.890
C: -2.665 -1.073 -3.343
Si: -2.460 0.816 -3.370
C: -2.251 1.539 -5.098
C: -4.127 1.470 -2.772
C: -0.893 1.167 -2.278
Si: 0.503 2.464 -2.629
C: 2.189 1.843 -2.032
C: -0.166 3.640 -1.295
C: 0.593 3.252 -4.327
H: -3.663 -1.339 -2.988
H: -1.946 -1.565 -2.685
H: -2.557 -1.510 -4.339
H: -2.990 1.079 -5.759
H: -1.268 1.389 -5.544
H: -2.458 2.611 -5.087
H: -4.870 1.111 -3.489
H: -4.200 2.558 -2.755
H: -4.406 1.071 -1.795
H: -0.421 0.183 -2.304
H: 2.105 1.046 -1.286
H: 2.738 2.669 -1.575
H: 2.805 1.458 -2.847
H: 0.458 3.637 -0.397
H: -2.097 3.070 -1.925
H: -0.294 4.672 -1.624
H: 0.840 2.528 -5.104
H: 1.381 4.009 -4.320
H: -0.342 3.742 -4.602
C: -0.829 2.157 4.381
Te: -1.036 1.992 2.244
C: -3.140 1.862 2.621
H: -1.457 1.428 4.884
H: -1.175 3.163 4.612
H: 0.201 2.048 4.697
H: -3.445 2.795 3.092
H: -3.327 1.025 3.290
H: -3.686 1.738 1.697
N: -1.244 1.514 -0.870
C: -1.530 2.997 -0.988
C: -2.420 3.813 -0.052
C: -1.949 4.944 0.618
C: -2.820 5.829 1.233
C: -4.192 5.618 1.180
C: -4.678 4.505 0.516
C: -3.799 3.623 -0.095
H: -0.888 5.149 0.658
H: -2.429 6.708 1.730
H: -4.871 6.325 1.637
H: -5.744 4.327 0.446
H: -4.198 2.772 -0.630
N: -6.103 -5.018 0.801
C: -5.234 -4.278 0.668
C: -4.162 -3.341 0.508
C: -4.409 -1.979 0.670
C: -3.371 -1.075 0.521
C: -2.077 -1.499 0.220
C: -1.847 -2.868 0.065
C: -2.876 -3.785 0.203
H: -5.409 -1.639 0.905
H: -3.585 -0.019 0.639
H: -0.855 -3.237 -0.161
H: -2.690 -4.842 0.072

- Energy above the lowest of the compared OMol25 structures with the same formula, charge and spin: 226.0 kJ/mol
- HOMO energy: -0.384 Eh
- Total charge: +1

Atomic partial charges in e from the Löwdin method, atoms 1 to 4: Ta 1.646; C -0.155; Si 0.486; C -0.172

***

5.
DFT (ωB97M-V/def2-TZVPD) results for C11H15NSSi in the gas phase in a non-equilibrium geometry.

Positions of all 29 atoms, in Å:
C: 2.141 0.085 2.661
Si: 0.797 -0.349 1.396
C: 0.721 -2.164 1.034
C: -0.843 0.254 2.154
C: 1.062 0.522 -0.349
C: 0.731 1.933 -0.149
S: 1.706 2.921 0.624
N: -0.404 2.310 -0.806
C: -0.837 1.197 -1.542
C: -2.013 1.112 -2.252
C: -2.279 -0.170 -2.757
C: -1.362 -1.211 -2.708
C: -0.290 -1.136 -1.851
C: 0.006 0.102 -1.352
H: 1.994 -0.543 3.458
H: 3.191 -0.259 2.287
H: 2.134 1.193 2.701
H: 0.942 -2.822 1.907
H: -0.256 -2.481 0.563
H: 1.530 -2.638 0.356
H: -1.348 -0.570 2.535
H: -0.630 0.917 3.078
H: -1.346 0.847 1.359
H: 1.991 0.289 -0.688
H: -0.402 3.260 -1.140
H: -2.719 1.900 -2.303
H: -3.176 -0.303 -3.396
H: -1.400 -2.221 -3.077
H: 0.357 -1.972 -1.743

- Energy above the lowest of the compared OMol25 structures with the same formula, charge and spin: 0.0 kJ/mol
- SMILES: C[Si](C)(C)[C@@H]1C(=S)Nc2ccccc21
- HOMO energy: -0.301 Eh

Atomic partial charges in e from the natural (NBO) method, atoms 1 to 4: C -1.115; Si 1.676; C -1.181; C -1.114

***

6.
DFT (ωB97M-V/def2-TZVPD) results for a 2-piece molecular cluster, C3H2Cl2O overall in a non-equilibrium geometry.

Positions of all 8 atoms, in Å:
C: -1.168 -0.002 -0.028
C: 0.059 -0.627 -0.010
C: 1.284 0.019 -0.134
O: 2.400 -0.190 -0.200
Cl: 0.164 -2.316 0.269
Cl: 0.777 2.519 0.259
H: -2.170 -0.539 0.112
H: -1.346 1.136 -0.267

- Energy above the lowest of the compared OMol25 structures with the same formula, charge and spin: 199.7 kJ/mol
- HOMO energy: -0.359 Eh

Atomic partial charges in e from the natural (NBO) method, atoms 1 to 4: C -0.160; C -0.344; C 0.830; O -0.342

***

7.
DFT (ωB97M-V/def2-TZVPD) results for C25H52FN3NbPS2 as an isolated structure in a non-equilibrium geometry.

Positions of all 85 atoms, in Å:
C: -0.592 6.912 -2.984
C: -1.103 5.639 -2.633
Nb: -0.437 3.861 -3.898
F: -0.858 5.005 -5.632
C: -2.601 3.035 -3.985
C: -2.656 1.434 -3.886
C: -0.176 2.626 -2.017
C: 1.036 3.165 -1.108
C: 1.993 1.972 -0.682
C: 1.660 1.475 0.762
N: 2.742 0.881 1.557
C: 3.516 -0.181 0.905
C: 5.072 0.184 0.806
C: 5.444 1.033 -0.472
C: 5.629 2.578 -0.086
C: 2.449 0.667 2.918
S: 3.675 0.034 3.899
S: 0.930 1.039 3.823
C: -0.581 1.041 2.810
C: -1.029 -0.327 2.159
C: -0.597 -1.629 2.943
P: 0.497 2.081 -5.442
C: 1.715 2.991 -6.607
C: 1.581 0.798 -4.594
C: 1.223 -0.628 -5.245
H: 0.444 7.199 -2.684
H: -1.170 7.651 -3.603
H: -1.833 5.565 -1.784
H: 1.256 4.569 -3.814
H: -3.113 3.413 -3.048
H: -3.167 3.408 -4.875
H: -3.170 1.069 -4.811
H: -3.223 1.114 -2.967
H: -1.645 0.959 -3.808
H: -1.099 2.824 -1.388
H: -0.144 1.513 -2.157
H: 1.633 3.948 -1.632
H: 0.601 3.669 -0.196
H: 1.815 1.100 -1.376
H: 3.046 2.295 -0.860
H: 0.805 0.745 0.688
H: 1.250 2.360 1.328
H: 3.211 -0.376 -0.164
H: 3.421 -1.189 1.400
H: 5.264 0.845 1.697
H: 5.732 -0.707 0.943
H: 6.454 0.721 -0.867
H: 4.675 0.882 -1.267
H: 4.860 2.781 0.706
H: 5.298 3.166 -0.985
H: 6.666 2.817 0.236
H: -0.545 1.798 1.978
H: -1.432 1.386 3.464
H: -0.753 -0.372 1.070
H: -2.159 -0.318 2.155
H: -0.312 -1.468 4.008
H: 0.192 -2.150 2.341
H: -1.491 -2.320 2.934
H: 2.292 3.729 -5.985
H: 1.198 3.494 -7.453
H: 2.468 2.221 -6.932
H: 1.434 0.695 -3.495
H: 2.667 0.971 -4.847
H: 1.956 -0.900 -6.056
H: 0.183 -0.642 -5.672
H: 1.270 -1.457 -4.492
C: -5.074 -8.348 3.541
C: -4.068 -7.880 4.574
N: -3.899 -6.416 4.603
C: -4.243 -5.519 3.617
C: -3.870 -4.287 4.048
N: -3.297 -4.458 5.286
C: -3.331 -5.750 5.611
C: -2.734 -3.393 6.114
H: -4.762 -8.070 2.532
H: -5.174 -9.432 3.566
H: -6.054 -7.903 3.725
H: -3.089 -8.320 4.375
H: -4.384 -8.197 5.568
H: -4.720 -5.850 2.713
H: -3.936 -3.303 3.619
H: -2.955 -6.182 6.525
H: -1.680 -3.602 6.293
H: -3.274 -3.344 7.058
H: -2.826 -2.441 5.596

- HOMO energy: -0.184 Eh

Atomic partial charges in e from the Löwdin method, atoms 1 to 4: C -0.116; C -0.317; Nb 1.360; F -0.607